[1]
DFT (ωB97M-V/def2-TZVPD) results for C23H55AlN3OP4Se as an isolated structure.

Last column: Löwdin charge in e.
Element x y z (Å)
Al1 0.15 -0.48 -0.04  0.052
P1 2.30 0.24 -1.71  0.812
P2 -1.15 -0.88 -2.10  0.811
P3 1.71 -0.65 1.78  0.817
H1 -2.72 -2.71 1.59  0.086
C1 -2.15 -1.97 2.16  -0.077
C2 -1.61 -0.89 1.22  -0.159
H2 -2.40 -0.72 0.46  0.041
C3 3.44 -0.90 -2.59  -0.281
C4 1.87 1.31 -3.14  -0.239
C5 3.57 1.33 -0.95  -0.242
C6 -2.77 -1.68 -1.87  -0.216
C7 -1.62 0.68 -2.91  -0.208
C8 -0.43 -1.84 -3.48  -0.233
C9 1.04 -1.30 3.34  -0.216
C10 2.34 0.97 2.33  -0.195
C11 3.22 -1.63 1.51  -0.218
H3 -2.89 -1.54 2.84  0.106
H4 -1.57 0.04 1.78  0.019
H5 4.21 -0.34 -3.15  0.076
H6 2.87 -1.54 -3.27  0.031
H7 3.93 -1.56 -1.86  0.026
H8 2.80 1.70 -3.57  0.074
H9 1.24 2.15 -2.82  0.026
H10 1.34 0.74 -3.91  0.040
H11 4.25 1.67 -1.75  0.074
H12 4.17 0.78 -0.21  0.039
H13 3.12 2.20 -0.48  0.027
H14 -3.22 -1.86 -2.86  0.078
H15 -3.45 -1.04 -1.29  0.057
H16 -2.65 -2.64 -1.35  0.061
H17 -2.37 0.46 -3.69  0.083
H18 -0.76 1.15 -3.40  0.034
H19 -2.04 1.39 -2.19  0.032
H20 -1.24 -2.15 -4.16  0.080
H21 0.07 -2.75 -3.07  -0.022
H22 0.32 -1.25 -4.03  0.049
H23 1.82 -1.23 4.10  0.080
H24 0.75 -2.36 3.22  0.063
H25 0.16 -0.72 3.66  0.057
H26 2.87 0.83 3.28  0.083
H27 1.52 1.68 2.49  0.042
H28 3.04 1.40 1.60  0.034
H29 3.62 -1.92 2.49  0.082
H30 3.96 -1.06 0.94  0.051
H31 2.96 -2.53 0.92  -0.011
C12 1.21 -4.99 -0.72  -0.634
C13 -0.05 -5.34 -0.17  -0.117
C14 -0.29 -6.64 0.28  -0.043
C15 0.70 -7.63 0.14  -0.008
C16 1.93 -7.32 -0.46  -0.033
C17 2.18 -6.02 -0.90  -0.089
Se1 1.57 -3.24 -1.16  0.905
H32 -1.36 -2.46 2.74  0.067
H33 -0.82 -4.57 -0.08  0.083
H34 -1.24 -6.92 0.76  0.122
H35 0.53 -8.65 0.52  0.132
H36 2.70 -8.09 -0.58  0.132
H37 3.13 -5.76 -1.36  0.110
C18 -1.94 2.06 3.14  -0.065
N1 -2.26 2.18 1.70  -0.312
C19 -3.60 1.72 1.32  -0.074
P4 -1.10 2.61 0.62  0.629
O1 -0.21 1.47 0.08  -0.319
N2 -1.91 3.33 -0.64  -0.294
C20 -1.08 3.90 -1.73  -0.085
C21 -3.01 4.29 -0.36  -0.077
N3 -0.17 3.69 1.47  -0.298
C22 -0.86 4.83 2.12  -0.068
C23 1.12 4.14 0.91  -0.080
H38 -2.00 1.01 3.45  0.079
H39 -2.69 2.63 3.71  0.110
H40 -0.94 2.45 3.36  0.087
H41 -4.36 2.38 1.77  0.108
H42 -3.75 1.70 0.23  0.092
H43 -3.77 0.71 1.71  0.081
H44 -0.26 3.23 -2.02  0.053
H45 -1.75 4.03 -2.59  0.106
H46 -0.69 4.89 -1.44  0.095
H47 -3.65 4.29 -1.24  0.106
H48 -3.62 4.02 0.51  0.072
H49 -2.62 5.30 -0.22  0.092
H50 -1.80 4.53 2.60  0.082
H51 -0.18 5.20 2.90  0.108
H52 -1.05 5.65 1.41  0.096
H53 1.70 4.58 1.73  0.104
H54 1.69 3.31 0.49  0.046
H55 0.97 4.92 0.15  0.091

The total energy comes out at -5157.31516 Eh. As for the net charge: +3. For the gap between HOMO and LUMO (alpha / beta), the calculation gives 4.2 / 6.6 eV.

[2]
DFT (ωB97M-V/def2-TZVPD) results for a 10-piece molecular cluster, C23H55Cl14O12P3 overall.

Last column: Löwdin charge in e.
Element x y z (Å)
C1 -6.51 -0.28 3.88  -0.098
O1 -5.21 -0.75 3.52  -0.276
P1 -4.69 -2.27 3.93  0.515
O2 -5.71 -3.33 4.25  -0.264
O3 -3.77 -2.80 2.67  -0.237
C2 -2.44 -2.26 2.66  -0.135
O4 -3.64 -1.98 5.14  -0.253
C3 -4.02 -2.13 6.51  -0.091
H1 -6.66 0.73 3.50  0.088
H2 -6.61 -0.28 4.97  0.083
H3 -7.25 -0.99 3.51  0.088
H4 -2.30 -1.39 3.31  0.085
H5 -2.20 -1.95 1.65  0.039
H6 -1.76 -3.08 2.90  0.092
H7 -4.97 -2.66 6.65  0.078
H8 -4.13 -1.17 7.02  0.091
H9 -3.33 -2.85 6.93  0.093
C4 1.02 8.15 -2.11  -0.126
O5 0.16 7.23 -1.49  -0.204
P2 0.83 5.94 -0.78  0.515
O6 1.48 4.97 -1.67  -0.222
O7 -0.43 5.31 0.14  -0.231
C5 -0.32 4.18 0.95  -0.139
O8 1.78 6.61 0.33  -0.198
C6 3.14 6.78 0.13  -0.147
H10 2.05 7.81 -2.22  0.078
H11 1.18 9.04 -1.50  0.095
H12 0.76 8.48 -3.11  0.098
H13 -0.54 4.52 1.96  0.094
H14 0.68 3.78 0.82  0.054
H15 -1.07 3.42 0.71  0.040
H16 3.48 7.81 -0.01  0.086
H17 3.55 6.29 -0.75  0.083
H18 3.67 6.48 1.03  0.083
C7 6.30 -7.29 1.18  -0.061
O9 5.41 -6.97 2.26  -0.219
P3 3.86 -7.02 2.04  0.380
O10 3.37 -8.32 1.49  -0.236
O11 3.53 -5.79 1.07  -0.203
C8 2.24 -5.56 0.64  -0.154
O12 3.21 -6.52 3.41  -0.192
C9 3.62 -5.33 4.02  -0.126
H19 5.77 -7.73 0.33  0.091
H20 6.98 -7.98 1.66  0.095
H21 6.79 -6.34 0.93  0.093
H22 1.48 -6.24 1.02  0.092
H23 2.06 -5.74 -0.42  0.090
H24 1.91 -4.53 0.75  0.070
H25 4.70 -5.26 4.13  0.087
H26 3.17 -5.25 5.01  0.092
H27 3.33 -4.40 3.52  0.086
Cl1 4.61 3.11 0.93  0.541
C10 3.15 2.16 1.39  -0.675
C11 2.90 2.32 2.90  -0.628
Cl2 2.58 4.03 3.39  0.528
H28 3.41 1.14 1.12  0.037
H29 2.39 2.52 0.69  0.031
H30 3.81 2.02 3.43  0.066
H31 2.04 1.72 3.18  0.045
Cl3 -0.54 1.20 -1.22  0.621
C12 -0.30 -0.55 -1.01  -0.652
C13 1.03 -0.86 -0.34  -0.652
Cl4 1.11 -0.26 1.30  0.635
H32 -0.37 -0.99 -2.01  -0.001
H33 -1.13 -0.92 -0.42  0.034
H34 1.84 -0.44 -0.94  0.032
H35 1.12 -1.93 -0.17  0.036
Cl5 -1.06 5.43 -5.79  0.559
C14 -0.24 5.02 -4.28  -0.694
C15 -0.78 3.80 -3.60  -0.664
Cl6 -0.29 2.34 -4.48  0.549
H36 -0.47 5.86 -3.63  0.047
H37 0.84 5.06 -4.46  0.063
H38 -1.86 3.89 -3.47  0.065
H39 -0.27 3.64 -2.64  0.006
Cl7 3.67 0.74 -2.73  0.555
C16 3.04 2.41 -2.60  -0.667
C17 3.68 3.33 -3.62  -0.667
Cl8 3.34 2.83 -5.27  0.552
H40 3.36 2.69 -1.60  0.015
H41 1.95 2.37 -2.56  0.017
H42 4.76 3.30 -3.48  0.068
H43 3.36 4.37 -3.50  0.058
Cl9 -2.42 -5.53 -2.80  0.529
C18 -3.35 -5.13 -1.33  -0.620
C19 -2.83 -3.82 -0.63  -0.639
Cl10 -1.12 -3.87 -0.23  0.611
H44 -3.29 -6.00 -0.68  0.065
H45 -4.42 -5.08 -1.53  0.075
H46 -3.43 -3.77 0.28  0.059
H47 -3.01 -3.00 -1.33  0.049
Cl11 -2.31 -1.18 -3.99  0.580
C20 -1.30 -1.56 -5.39  -0.677
C21 -0.63 -2.89 -5.28  -0.668
Cl12 0.56 -2.87 -3.97  0.573
H48 -0.49 -0.84 -5.53  0.064
H49 -1.90 -1.48 -6.29  0.080
H50 -0.20 -3.15 -6.25  0.084
H51 -1.36 -3.68 -5.09  0.046
Cl13 -4.81 -0.53 0.17  0.613
C22 -4.11 1.09 0.31  -0.667
C23 -4.21 1.79 -1.02  -0.675
Cl14 -3.66 3.48 -0.88  0.590
H52 -3.05 0.94 0.51  0.050
H53 -4.68 1.60 1.08  0.070
H54 -5.18 1.70 -1.50  0.077
H55 -3.43 1.36 -1.64  0.028

The SMILES is COP(=O)(OC)OC.COP(=O)(OC)OC.COP(=O)(OC)OC.ClCCCl.ClCCCl.ClCCCl.ClCCCl.ClCCCl.ClCCCl.ClCCCl. The total energy comes out at -9279.24165 Eh. For the gap between HOMO and LUMO, the calculation gives 10.4 eV.

[3]
DFT (ωB97M-V/def2-TZVPD) results for C23H56AsGeN2PtS2Si3 as an isolated structure.

Last column: Löwdin charge in e.
Element x y z (Å)
Pt1 0.75 0.56 -0.39  0.234
S1 3.33 1.10 -0.38  0.594
C1 3.44 1.59 1.22  -1.115
N1 2.82 0.99 2.23  -0.051
C2 2.97 1.55 3.57  -0.188
C3 4.11 2.57 3.51  -0.366
S2 4.42 2.92 1.74  0.994
H1 2.14 0.27 2.04  0.065
H2 3.21 0.75 4.27  0.129
H3 2.04 2.02 3.89  0.122
H4 5.04 2.19 3.93  0.086
H5 3.86 3.51 4.00  0.086
C4 -5.14 -0.21 0.63  -0.023
C5 -4.45 0.88 -0.21  -0.574
C6 -4.88 0.78 -1.68  -0.018
C7 -4.77 2.27 0.35  -0.025
C8 -3.01 0.63 -0.13  -0.160
N2 -1.89 0.38 -0.06  0.147
H6 -6.22 -0.11 0.52  0.101
H7 -4.89 -0.09 1.69  0.096
H8 -4.85 -1.21 0.31  0.088
H9 -5.96 0.92 -1.75  0.103
H10 -4.64 -0.20 -2.09  0.083
H11 -4.40 1.54 -2.29  0.090
H12 -5.86 2.38 0.41  0.103
H13 -4.39 3.07 -0.28  0.079
H14 -4.37 2.40 1.36  0.091
C9 1.97 4.40 -1.57  -0.156
C10 1.24 4.40 -0.23  -0.390
As1 0.02 2.88 -0.04  1.110
C11 -0.98 3.30 1.59  -0.400
C12 -1.74 4.63 1.55  -0.144
C13 -1.23 3.25 -1.51  -0.390
C14 -0.92 2.39 -2.74  -0.170
H15 2.74 5.17 -1.59  0.086
H16 1.29 4.59 -2.40  0.068
H17 2.46 3.44 -1.75  0.022
H18 0.62 5.29 -0.14  0.073
H19 1.94 4.41 0.60  0.048
H20 -0.26 3.31 2.42  0.063
H21 -1.66 2.47 1.76  0.043
H22 -1.06 5.47 1.46  0.069
H23 -2.30 4.76 2.47  0.084
H24 -2.44 4.66 0.72  0.061
H25 -1.16 4.31 -1.75  0.083
H26 -2.24 3.06 -1.15  0.036
H27 0.06 2.63 -3.15  0.064
H28 -1.66 2.57 -3.53  0.083
H29 -0.93 1.33 -2.49  0.012
C15 -0.34 -4.51 -2.25  -0.181
Si1 -0.33 -2.65 -2.44  0.497
C16 0.74 -1.91 -3.80  -0.201
C17 -2.06 -1.93 -2.41  -0.203
Ge1 0.85 -1.79 -0.24  0.565
Si2 -0.04 -2.81 1.81  0.350
C18 0.71 -1.77 3.21  -0.223
C19 -1.90 -2.50 1.81  -0.217
C20 0.35 -4.65 1.93  -0.209
Si3 3.25 -2.86 -0.63  0.515
C21 4.07 -2.33 0.98  -0.189
C22 3.01 -4.71 -0.75  -0.180
C23 3.94 -1.98 -2.14  -0.205
H30 -0.97 -4.95 -3.03  0.053
H31 -0.75 -4.81 -1.29  0.029
H32 0.66 -4.95 -2.35  0.018
H33 0.13 -1.68 -4.68  0.046
H34 1.53 -2.60 -4.11  0.033
H35 1.21 -0.98 -3.47  0.014
H36 -2.67 -2.44 -3.17  0.055
H37 -2.05 -0.87 -2.63  0.015
H38 -2.54 -2.08 -1.44  0.016
H39 0.41 -0.72 3.08  0.018
H40 1.80 -1.83 3.25  0.012
H41 0.33 -2.10 4.18  0.046
H42 -2.10 -1.43 1.71  -0.004
H43 -2.34 -2.84 2.75  0.047
H44 -2.40 -3.03 1.00  0.027
H45 1.40 -4.83 2.17  0.032
H46 0.12 -5.16 1.00  0.014
H47 -0.25 -5.11 2.72  0.044
H48 3.49 -2.62 1.85  0.021
H49 4.22 -1.25 0.99  -0.003
H50 5.05 -2.81 1.05  0.057
H51 2.17 -5.06 -0.15  0.010
H52 3.91 -5.21 -0.37  0.054
H53 2.87 -5.04 -1.78  0.034
H54 3.53 -0.98 -2.23  -0.018
H55 3.75 -2.53 -3.06  0.034
H56 5.03 -1.89 -2.03  0.053

The total energy comes out at -7115.85755 Eh. As for the net charge: +2. For the gap between HOMO and LUMO (alpha / beta), the calculation gives 7.6 / 5.6 eV. The multiplicity is 4.